Model i:
A 2-piece molecular cluster, C3H12N overall. Source: OMol25; level of theory: ωB97M-V/def2-TZVPD.

The geometry in XYZ format:
```
16
Properties=species:S:1:pos:R:3:mulliken_charge:R:1
N -2.3452 0.3563 -1.1341 -0.36
H -1.7491 0.5109 -0.2852 0.03
H -3.0261 -0.3854 -1.0127 0.39
H -2.8244 1.2645 -1.1595 0.44
H -1.7958 0.0524 -1.9462 0.41
C 0.1105 0.5136 0.9637 -1.35
C 0.8807 -0.7287 0.6105 0.02
C 2.2332 -0.4334 -0.0592 -1.11
H 0.6577 1.2994 1.4738 0.36
H -0.8994 0.2104 1.3643 0.46
H -0.2522 1.2802 0.2479 0.28
H 0.2103 -1.4280 0.0273 0.22
H 1.0733 -1.2990 1.5199 0.27
H 2.7976 -1.4331 -0.1309 0.29
H 2.0478 0.0359 -1.0451 0.31
H 2.8812 0.1840 0.5654 0.33
```

Kohn-Sham gap (eV): 10.452
Charge: +1

=====

Model ii:
A 2-piece molecular cluster, C3H12N overall. Source: OMol25; level of theory: ωB97M-V/def2-TZVPD.

The geometry in XYZ format:
```
16
Properties=species:S:1:pos:R:3:mulliken_charge:R:1
N -1.2164 1.7668 0.6365 -0.35
H -1.4037 0.8158 0.2888 0.09
H -2.0245 2.2981 0.3191 0.40
H -0.2747 2.0342 0.3102 0.37
H -1.1566 1.6557 1.6528 0.41
C -0.4482 -1.5912 -0.0518 -0.89
C 0.8094 -0.7041 0.3225 -0.20
C 1.3386 -0.0068 -0.9377 -1.18
H -0.2384 -2.2337 -0.9409 0.31
H -0.6369 -2.2740 0.7805 0.29
H -1.2968 -0.9194 -0.1747 0.23
H 0.4397 0.0904 0.9766 0.13
H 1.5770 -1.2883 0.8141 0.34
H 0.6191 0.5333 -1.5814 0.34
H 1.6621 -0.7670 -1.6650 0.37
H 2.2503 0.5903 -0.7498 0.33
```

Kohn-Sham gap (eV): 11.279
Charge: +1

=====

Model iii:
A 2-piece molecular cluster, C3H12N overall. Source: OMol25; level of theory: ωB97M-V/def2-TZVPD.

The geometry in XYZ format:
```
16
Properties=species:S:1:pos:R:3:mulliken_charge:R:1
N 0.9927 2.2972 0.2558 -0.45
H 1.0397 3.0967 -0.4974 0.42
H 1.5323 2.4736 1.0788 0.39
H 0.0340 2.3243 0.4920 0.41
H 1.0324 1.2850 -0.0536 0.18
C -0.6714 -0.4255 -1.1795 -1.06
C 0.1484 -1.1576 -0.1857 -0.40
C -0.6877 -1.3440 1.0230 -1.04
H -1.2925 -1.1846 -1.6531 0.42
H 0.0748 -0.1070 -1.9338 0.29
H -0.9323 0.4638 -0.6507 0.26
H 1.0885 -0.6329 -0.0237 0.31
H 0.5471 -2.0948 -0.6158 0.31
H -0.1821 -1.8621 1.8085 0.38
H -1.0274 -0.4239 1.5106 0.26
H -1.5989 -1.8568 0.8006 0.33
```

Kohn-Sham gap (eV): 10.689
Charge: +1

=====

model ii wins, 0.416 eV ahead of the next structure.

=====

Model i:
C4H3NO3 in the gas phase. Source: OMol25; level of theory: ωB97M-V/def2-TZVPD.

The geometry in XYZ format:
```
11
Properties=species:S:1:pos:R:3:mulliken_charge:R:1
O 2.5013 -1.0164 0.1501 -0.58
C 1.4622 -0.3259 -0.0835 0.57
C 0.2517 -1.2115 -0.0850 -0.47
C -0.8126 -0.4634 0.0155 0.63
O -2.2005 -0.8230 -0.0947 -0.56
O -0.9023 0.7449 0.0537 -0.34
C 0.2978 1.6100 0.0601 -0.07
N 1.4781 1.1020 -0.2250 -0.38
H 0.5814 -2.2090 -0.2768 0.41
H -2.6868 -0.0124 0.4312 0.39
H 0.0298 2.6047 0.0543 0.41
```

Kohn-Sham gap (eV): 9.150
Charge: 0
SMILES: O=c1cc(O)ocn1

=====

Model ii:
C4H3NO3 in the gas phase. Source: OMol25; level of theory: ωB97M-V/def2-TZVPD.

The geometry in XYZ format:
```
11
Properties=species:S:1:pos:R:3:mulliken_charge:R:1
O 0.5977 2.3530 -0.9232 -0.49
C 0.2475 0.7832 -0.8161 0.08
O 1.5292 0.2602 -0.5239 -0.07
N 1.3565 -0.8940 0.0956 -0.41
C 0.0948 -1.0608 0.3256 0.26
C -0.7260 -0.0546 -0.2997 0.42
O -1.7743 -0.3071 0.6942 -0.38
C -1.1444 -1.5353 1.2797 -0.24
H -0.3246 2.8040 -0.7552 0.32
H -1.0826 -1.5884 2.3217 0.28
H -1.7410 -2.2019 0.8509 0.23
```

Kohn-Sham gap (eV): 9.580
Charge: 0
SMILES: Oc1onc2c1OC2

=====

Model iii:
C4H3NO3 in the gas phase. Source: OMol25; level of theory: ωB97M-V/def2-TZVPD.

The geometry in XYZ format:
```
11
Properties=species:S:1:pos:R:3:mulliken_charge:R:1
O -2.2387 -1.8616 0.1289 -0.50
C -1.0130 -1.9733 0.0713 0.05
C -0.1071 -0.8142 0.0368 0.44
N 1.1313 -0.7703 -0.2598 -0.48
C 1.4791 0.5773 -0.3001 -0.54
C 0.3294 1.2592 -0.0443 0.77
O 0.0087 2.5405 0.1295 -0.54
O -0.7013 0.4366 0.1636 -0.31
H -0.4403 -2.9218 0.1023 0.34
H 2.4696 0.8732 -0.6084 0.38
H -0.9176 2.6547 0.5803 0.39
```

Kohn-Sham gap (eV): 9.129
Charge: 0
SMILES: O=Cc1ncc(O)o1

=====

model iii wins, 1.879 eV ahead of the next structure.

=====

Model i:
C6H7I in the gas phase. Source: OMol25; level of theory: ωB97M-V/def2-TZVPD.

The geometry in XYZ format:
```
14
Properties=species:S:1:pos:R:3:mulliken_charge:R:1
C -0.3217 -2.4931 0.0431 -0.99
C -0.1409 -0.9942 -0.0717 0.86
C 1.0932 -0.0800 -0.1373 -1.05
C 0.3939 1.0551 0.0659 0.63
C 0.4715 2.5494 0.0284 -0.88
C -1.0033 0.0063 -0.1572 -0.77
I -3.0435 0.3121 -0.2327 0.10
H 0.7412 -3.0310 0.0471 0.27
H -0.8996 -3.0406 -0.7120 0.31
H -0.7234 -2.8349 1.1024 0.23
H 2.0910 -0.2164 -0.0277 0.47
H 0.0385 2.8682 0.9585 0.29
H -0.2480 2.9231 -0.7881 0.25
H 1.5511 2.9760 -0.1187 0.27
```

Kohn-Sham gap (eV): 8.180
Charge: 0
SMILES: CC1=CC(C)=C1I

=====

Model ii:
C6H7I in the gas phase. Source: OMol25; level of theory: ωB97M-V/def2-TZVPD.

The geometry in XYZ format:
```
14
Properties=species:S:1:pos:R:3:mulliken_charge:R:1
C -0.9666 1.1155 1.8442 -0.90
C -0.3463 0.3972 0.8247 0.56
C 0.7569 -0.5766 0.9005 -0.60
C 1.1110 -1.0547 -0.3079 -0.54
C 0.3826 -0.5518 -1.5031 -0.53
I -0.6172 -2.1387 -2.5833 0.07
C -0.4735 0.6128 -0.7342 -0.52
H -0.7336 0.7734 2.8143 0.28
H -1.6999 1.9352 1.6803 0.26
H 1.1859 -0.8324 1.8137 0.45
H 1.8878 -1.6773 -0.2762 0.54
H 1.0050 -0.0543 -2.1352 0.44
H -0.0050 1.5540 -1.2172 0.23
H -1.4871 0.4978 -1.1207 0.28
```

Kohn-Sham gap (eV): 8.806
Charge: 0
SMILES: C=C1C=C[C@@H](I)C1

=====

model ii wins, 2.451 eV ahead of the next structure.

=====

Model i:
A 2-piece molecular cluster, C8H15NSi overall. Source: OMol25; level of theory: ωB97M-V/def2-TZVPD.

The geometry in XYZ format:
```
25
Properties=species:S:1:pos:R:3:mulliken_charge:R:1
C -0.4968 2.1301 -3.2894 -0.51
C 2.0349 -1.7658 1.4271 -0.75
C -0.9543 -2.8967 -0.5720 -0.50
C 0.3676 1.8716 -2.3135 -0.46
C 2.0033 -1.0602 0.2619 -0.17
C -0.7790 -1.6360 -0.9357 -0.36
C 0.3502 1.7190 1.6271 -1.13
C -1.6289 0.3456 1.5243 -1.02
N -0.2391 0.5004 1.0714 0.39
Si 0.4048 -0.3408 -0.3027 0.10
H -0.5103 3.1138 -3.8874 0.20
H -1.3704 1.6142 -3.4939 0.24
H 2.9930 -2.0725 1.7301 0.31
H 1.2749 -1.8553 2.2171 0.26
H -1.6503 -3.5372 -1.2402 0.22
H -0.3385 -3.4893 0.0569 0.32
H 1.2135 2.3808 -1.9626 0.27
H 2.8970 -1.2267 -0.3607 0.36
H -1.5136 -1.2389 -1.6959 0.23
H 0.2694 1.8619 2.6726 0.41
H 1.4131 1.9105 1.5533 0.33
H -0.0244 2.7381 1.0938 0.27
H -2.2553 1.0533 0.9249 0.27
H -1.7803 -0.6877 1.2923 0.36
H -1.6806 0.5677 2.6012 0.36
```

Kohn-Sham gap (alpha / beta) (eV): 7.648 / 7.651
Charge: 0

=====

Model ii:
A 2-piece molecular cluster, C8H15NSi overall. Source: OMol25; level of theory: ωB97M-V/def2-TZVPD.

The geometry in XYZ format:
```
25
Properties=species:S:1:pos:R:3:mulliken_charge:R:1
C -0.8137 2.3068 -2.4645 -0.48
C -2.1468 1.0369 1.5650 -0.67
C 2.7024 1.0066 1.9542 -0.75
C 0.0384 1.3249 -2.4155 -0.42
C -0.8355 1.2226 1.4190 -0.18
C 2.1432 0.0104 1.2695 -0.14
C -1.3178 -1.7793 -0.5473 -1.10
C 0.4599 -2.7998 0.7074 -1.04
N -0.2234 -1.5772 0.3688 0.33
Si 0.3685 -0.0078 0.7186 0.13
H -1.0708 2.8559 -3.3756 0.26
H -1.3387 2.6536 -1.5848 0.19
H -2.8005 1.8221 1.9116 0.27
H -2.6161 0.0871 1.3697 0.27
H 3.7514 1.0145 2.2072 0.27
H 2.1325 1.8530 2.2968 0.20
H 0.6256 0.8887 -3.2019 0.26
H -0.4316 2.2060 1.6266 0.28
H 2.7779 -0.8032 0.9414 0.34
H -2.1074 -2.3740 -0.0765 0.33
H -1.7237 -0.8194 -0.8545 0.34
H -0.9777 -2.3109 -1.4417 0.31
H 0.9921 -3.2138 -0.1576 0.33
H 1.1722 -2.6251 1.5088 0.32
H -0.2660 -3.5459 1.0438 0.35
```

Kohn-Sham gap (alpha / beta) (eV): 6.043 / 7.930
Charge: 0

=====

model ii wins, 0.737 eV ahead of the next structure.